1.
Formula: C39H35NO9P4S2Ta
Source: the OMol25 dataset
Level of theory: the ωB97M-V functional and the def2-TZVPD basis

Results
- total charge = +1
- HOMO (eV) = -10.495

Cartesian coordinates (Å):
Ta (0.60, 0.17, -1.17)
S (1.80, -2.04, -0.82)
P (-0.10, -2.60, -0.35)
C (-0.98, -1.13, -0.32)
P (-1.16, -0.37, 1.20)
S (0.64, 0.54, 1.39)
C (-2.50, 0.84, 1.16)
C (-3.31, 0.97, 0.04)
C (-4.33, 1.91, 0.02)
C (-4.57, 2.70, 1.13)
C (-3.78, 2.55, 2.27)
C (-2.75, 1.63, 2.28)
C (-1.66, -1.35, 2.63)
C (-0.83, -1.55, 3.72)
C (-1.31, -2.22, 4.84)
C (-2.61, -2.69, 4.86)
C (-3.44, -2.50, 3.77)
C (-2.97, -1.82, 2.66)
C (-0.76, -3.69, -1.62)
C (-0.06, -4.84, -1.98)
C (-0.56, -5.68, -2.96)
C (-1.77, -5.38, -3.57)
C (-2.48, -4.25, -3.20)
C (-1.97, -3.40, -2.23)
C (0.02, -3.65, 1.12)
C (1.18, -3.68, 1.88)
C (1.28, -4.54, 2.96)
C (0.22, -5.37, 3.29)
C (-0.95, -5.33, 2.54)
C (-1.05, -4.49, 1.45)
H (-3.13, 0.34, -0.82)
H (-4.94, 2.01, -0.87)
H (-5.37, 3.43, 1.12)
H (-3.98, 3.15, 3.15)
H (-2.16, 1.50, 3.18)
H (0.19, -1.18, 3.71)
H (-0.66, -2.38, 5.69)
H (-2.98, -3.22, 5.74)
H (-4.46, -2.86, 3.79)
H (-3.64, -1.64, 1.82)
H (0.89, -5.07, -1.51)
H (-0.01, -6.56, -3.24)
H (-2.16, -6.04, -4.33)
H (-3.42, -4.02, -3.68)
H (-2.50, -2.49, -1.95)
H (2.01, -3.03, 1.63)
H (2.19, -4.57, 3.54)
H (0.30, -6.04, 4.13)
H (-1.78, -5.98, 2.80)
H (-1.95, -4.49, 0.85)
O (-0.28, 2.38, -3.71)
P (-1.36, 1.56, -2.88)
O (-2.75, 1.89, -3.12)
O (-0.80, 1.62, -1.42)
O (-0.93, -0.02, -3.19)
P (0.41, -0.42, -4.09)
O (0.34, -1.99, -4.10)
O (0.44, 0.25, -5.38)
O (1.45, -0.03, -2.99)
H (-0.29, 2.20, -4.67)
H (0.15, -2.37, -4.97)
C (4.70, 4.28, 0.66)
O (3.39, 4.19, 0.11)
C (2.36, 4.01, 0.95)
C (2.49, 3.82, 2.32)
C (1.37, 3.74, 3.12)
C (0.10, 3.83, 2.58)
C (-0.06, 3.95, 1.21)
C (1.07, 4.04, 0.40)
N (0.85, 4.36, -0.97)
C (1.51, 4.12, -2.07)
C (2.66, 3.30, -2.31)
C (3.57, 3.78, -3.27)
C (4.75, 3.13, -3.51)
C (5.03, 1.95, -2.82)
C (4.13, 1.42, -1.92)
C (2.92, 2.08, -1.66)
O (2.04, 1.50, -0.84)
H (5.35, 4.54, -0.17)
H (5.01, 3.33, 1.08)
H (4.74, 5.06, 1.42)
H (3.47, 3.76, 2.77)
H (1.50, 3.62, 4.19)
H (-0.77, 3.78, 3.22)
H (-1.05, 3.98, 0.77)
H (0.05, 4.96, -1.10)
H (1.12, 4.66, -2.93)
H (3.33, 4.70, -3.80)
H (5.45, 3.53, -4.23)
H (5.96, 1.42, -3.01)
H (4.33, 0.48, -1.42)

---

2.
Formula: C39H36AsCl2N4O11S2SiW
Source: the OMol25 dataset
Level of theory: the ωB97M-V functional and the def2-TZVPD basis

Results
- total charge = +1
- HOMO (eV) = -10.024

Cartesian coordinates (Å):
W (0.02, -0.05, 0.81)
Cl (-2.04, 2.35, -2.56)
C (-1.92, 3.13, -1.03)
C (-2.24, 4.51, -0.93)
C (-2.13, 5.15, 0.27)
Cl (-2.54, 6.82, 0.37)
C (-1.69, 4.46, 1.43)
C (-1.55, 5.04, 2.71)
C (-1.12, 4.26, 3.75)
C (-0.83, 2.90, 3.51)
N (-0.95, 2.34, 2.34)
C (-1.38, 3.10, 1.31)
C (-1.52, 2.44, 0.07)
O (-1.26, 1.12, 0.02)
H (-2.56, 5.04, -1.82)
H (-1.79, 6.08, 2.86)
H (-1.01, 4.67, 4.74)
H (-0.50, 2.26, 4.33)
O (-0.06, -3.20, 2.28)
As (0.72, -3.31, 0.72)
O (2.11, -4.12, 0.75)
O (0.98, -1.62, 0.32)
C (-0.66, -4.05, -0.39)
C (-0.50, -5.41, -0.59)
C (-1.50, -6.15, -1.21)
C (-2.67, -5.53, -1.62)
C (-2.83, -4.16, -1.44)
C (-1.83, -3.42, -0.83)
S (-1.98, -1.67, -0.86)
O (-0.98, -1.17, -1.76)
O (-3.35, -1.32, -1.04)
O (-1.53, -1.29, 0.60)
H (0.45, -3.70, 2.93)
H (0.41, -5.89, -0.25)
H (-1.37, -7.21, -1.37)
H (-3.45, -6.10, -2.09)
H (-3.72, -3.65, -1.77)
C (3.49, -0.21, 1.46)
Si (2.38, -0.35, 2.95)
C (2.70, -2.02, 3.71)
C (2.70, 1.14, 4.01)
N (0.52, -0.27, 2.60)
C (-0.41, -0.31, 3.70)
C (-1.78, -0.21, 3.45)
C (-2.70, -0.29, 4.48)
C (-2.26, -0.48, 5.79)
C (-0.91, -0.59, 6.04)
C (0.02, -0.51, 5.01)
H (4.36, -0.83, 1.69)
H (3.83, 0.81, 1.33)
H (3.10, -0.59, 0.51)
H (3.68, -1.97, 4.19)
H (2.78, -2.78, 2.92)
H (1.98, -2.35, 4.45)
H (3.78, 1.22, 4.17)
H (2.21, 1.16, 4.98)
H (2.39, 2.03, 3.45)
H (-2.18, -0.06, 2.45)
H (-3.75, -0.20, 4.25)
H (-2.98, -0.54, 6.60)
H (-0.55, -0.75, 7.05)
H (1.06, -0.60, 5.25)
O (1.15, 0.50, -0.86)
C (1.53, 1.61, -0.34)
O (1.28, 1.64, 0.92)
C (2.08, 2.69, -1.10)
C (2.38, 3.89, -0.44)
C (2.86, 4.99, -1.14)
C (3.03, 4.82, -2.50)
O (3.47, 5.73, -3.38)
C (3.49, 5.08, -4.67)
O (2.98, 3.76, -4.49)
C (2.73, 3.62, -3.16)
C (2.25, 2.54, -2.49)
H (2.21, 3.95, 0.63)
H (3.10, 5.92, -0.66)
H (4.52, 5.03, -5.02)
H (2.86, 5.63, -5.35)
H (2.00, 1.61, -2.99)
N (-5.56, 3.19, 0.18)
C (-5.06, 1.96, 0.36)
S (-4.34, 1.53, 1.82)
N (-5.18, 1.07, -0.64)
C (-5.83, 1.25, -1.89)
C (-7.11, 1.80, -1.96)
C (-7.73, 1.96, -3.19)
C (-7.09, 1.54, -4.35)
C (-5.83, 0.97, -4.27)
C (-5.20, 0.83, -3.05)
H (-5.46, 3.85, 0.93)
H (-5.92, 3.49, -0.71)
H (-4.64, 0.22, -0.52)
H (-7.63, 2.08, -1.05)
H (-8.72, 2.38, -3.24)
H (-7.58, 1.66, -5.31)
H (-5.33, 0.63, -5.17)
H (-4.22, 0.38, -2.98)

---

no.,E (eV),orbital gap (eV)
1,-121312.431,7.113
2,-186766.476,5.452